The following is a quantum chemistry calculation of C29H27CeN7OS6 as an isolated structure at a distorted geometry, from the Open Molecules 2025 dataset.

Output
Total charge: +1
Multiplicity: 2
⟨S²⟩: 0.751
Energy relative to the best compared isomer or geometry (same formula, charge and spin): 0.0 kJ/mol
Orbital gap (spin up / spin down): 5.932 / 5.940 eV
HOMO level (spin up / spin down): -9.06 / -9.06 eV
Calculated total energy: -4444.08193 a.u.

The geometry in XYZ format:
```
71
C29H27CeN7OS6 | the Open Molecules 2025 dataset | the ωB97M-V functional and the def2-TZVPD basis
Ce -1.84862 -0.22676 -0.39853
C 0.45780 -3.94862 -2.32218
C 0.66968 -4.80251 -1.28834
C 0.28719 -4.49825 0.03318
C -0.32218 -3.26183 0.26674
N -0.51655 -2.40929 -0.76838
C -0.11720 -2.70579 -1.98481
C -0.81542 -2.91628 1.61679
C -0.35437 -3.51567 2.72194
C -0.87643 -3.11510 3.95461
C -1.92919 -2.26543 4.01692
C -2.35764 -1.73734 2.83839
N -1.77155 -2.01869 1.67799
C -3.53148 -0.82633 2.69945
C -4.25825 -0.38121 3.80036
C -5.45824 0.32928 3.60359
C -5.83208 0.66066 2.30796
C -4.98664 0.30753 1.27845
N -3.87979 -0.39656 1.47930
H 0.79783 -4.09079 -3.33930
H 1.13967 -5.72875 -1.51587
H 0.39790 -5.20001 0.81703
H -0.15416 -1.93840 -2.75735
H 0.45585 -4.25277 2.59998
H -0.45383 -3.51852 4.88948
H -2.46914 -2.06464 4.93032
H -3.84874 -0.49868 4.79353
H -6.06035 0.63670 4.45863
H -6.76119 1.26656 2.10418
H -5.28440 0.69097 0.21877
O -1.71913 -0.82925 -7.63048
C -1.79362 -0.75431 -6.45527
S -3.18326 -1.35012 -5.44445
C -2.49453 -0.83859 -3.86142
C -1.36891 -0.10530 -3.89382
S -0.50541 0.62622 -2.62967
S -0.57596 -0.02898 -5.46773
S -3.41724 -1.09679 -2.42872
N 2.30840 -0.43448 -0.71676
C 2.19569 -0.02100 0.55793
S 0.68831 0.27947 1.30209
N 3.31571 0.24346 1.25816
C 4.59160 0.02713 0.60713
C 4.90293 0.59461 -0.61134
C 6.13401 0.26682 -1.22896
C 6.95821 -0.71209 -0.65639
C 6.62966 -1.19950 0.57465
C 5.44285 -0.86641 1.21786
H 1.46630 -0.69253 -1.22490
H 3.21578 -0.52683 -1.15706
H 3.22484 0.65418 2.20346
H 4.23293 1.30490 -1.03594
H 6.49217 0.66875 -2.18353
H 7.92791 -0.96437 -1.05094
H 7.36685 -1.90474 1.10325
H 5.19947 -1.34734 2.15509
S -2.40164 2.45951 0.76334
C -1.41334 3.66385 0.09589
N -1.35782 4.81764 0.79236
C -0.56882 5.94709 0.34753
C 0.59306 5.42716 -0.52922
C 0.04044 4.52750 -1.65100
N -0.85154 3.53711 -1.13451
H -2.05296 4.89152 1.54007
H -0.22940 6.48268 1.26705
H -1.14221 6.68261 -0.15519
H 1.38425 4.97304 0.03627
H 1.05931 6.20239 -1.13527
H 0.85071 3.98591 -2.09890
H -0.42255 5.13421 -2.41364
H -1.04149 2.70143 -1.75981
```